# C35H43ClP2Si2V

A structure of composition C35H43ClP2Si2V (ωB97M-V/def2-TZVPD, the OMol25 dataset).

The largest force on an atom comes out at 8.73 eV Å⁻¹. The spin multiplicity is 4. Its lowest unoccupied orbital energy (spin up / spin down) is 0.5 / -0.8 eV. The energy above the lowest of the compared OMol25 structures with the same formula, charge and spin comes out at 0.8717 eV. The total energy is -109529.4971 eV.

Last column: Löwdin charge in e.
Positions of all 84 atoms, in Å:
C  -1.64349  -1.27312  3.70392  -0.221
C  -2.38615  -0.65545  2.63094  -0.195
C  -2.73729  -1.69445  1.71245  -0.186
H  -2.72086  0.37784  2.58677  0.098
C  -2.13156  -2.92023  2.16088  -0.161
C  -1.45339  -2.65959  3.38480  -0.169
H  -0.97546  -3.40019  4.02153  0.088
H  -1.43749  -0.82060  4.66560  0.069
H  -3.47197  -1.59102  0.91971  0.112
H  -2.23868  -3.90883  1.71723  0.107
V  -0.45108  -1.32263  1.46560  0.468
Si  2.09459  2.41678  -0.92755  0.373
C  0.56478  3.39997  -1.37323  -0.350
C  0.45699  4.25827  -2.48533  -0.102
H  1.27513  4.31020  -3.20730  0.097
C  -0.68649  5.04319  -2.67252  -0.086
H  -0.74143  5.72787  -3.52361  0.108
C  -1.77210  4.94675  -1.79870  -0.087
H  -2.66314  5.55767  -1.94531  0.105
C  -1.71966  4.03190  -0.74528  -0.085
H  -2.57438  3.90255  -0.07767  0.107
C  -0.57669  3.26064  -0.54957  -0.142
H  -0.57435  2.53539  0.26810  0.053
C  0.46719  -0.08222  0.07731  -0.342
C  -1.00048  -0.19549  -0.07978  -0.289
H  -1.64427  0.67143  -0.09841  0.122
C  -1.43453  -1.53328  -0.52466  -0.257
H  -2.47571  -1.66248  -0.81628  0.148
C  -0.65879  -2.69994  -0.13031  -0.190
H  -1.10639  -3.69082  -0.07732  0.133
C  0.71648  -2.51623  0.09881  -0.208
H  1.36124  -3.32650  0.43550  0.108
C  1.23875  -1.23761  -0.35940  -0.276
H  2.30090  -1.09049  -0.56157  0.135
H  0.99534  0.90252  0.12521  0.005
Si  -0.10756  -0.92156  -1.59790  0.527
C  0.20831  -2.17588  -3.10575  -0.211
C  -0.81552  -2.36625  -4.03841  -0.104
H  -1.73841  -1.78399  -3.97487  0.102
C  -0.67823  -3.27183  -5.10235  -0.091
H  -1.47482  -3.37084  -5.84417  0.097
C  0.48254  -4.04934  -5.20570  -0.108
H  0.58430  -4.77238  -6.02149  0.097
C  1.49756  -3.89544  -4.25557  -0.100
H  2.38970  -4.52435  -4.31724  0.095
C  1.37331  -2.94339  -3.23042  -0.093
H  2.20731  -2.81454  -2.54220  0.093
C  -0.66320  0.47907  -2.90389  -0.197
C  -1.90011  1.10620  -2.76146  -0.102
H  -2.55980  0.90710  -1.91414  0.099
C  -2.34145  2.02058  -3.72339  -0.094
H  -3.30635  2.51131  -3.59770  0.103
C  -1.55076  2.32764  -4.83011  -0.098
H  -1.88473  3.06729  -5.56003  0.102
C  -0.31238  1.69770  -4.97694  -0.084
H  0.31172  1.91907  -5.84479  0.104
C  0.12204  0.77611  -4.01942  -0.133
H  1.07570  0.26804  -4.17462  0.086
H  3.01662  3.07418  -0.07358  -0.093
Cl  3.03276  1.82723  -2.64969  0.289
C  2.82496  -2.76467  2.61279  -0.274
P  1.61105  -1.52910  3.17351  0.879
C  1.37407  -2.10502  4.89904  -0.258
C  2.67898  -0.01997  3.42974  -0.372
C  2.00499  1.30307  3.06025  -0.405
P  0.15175  1.18955  3.08673  0.854
C  -0.29762  2.93090  2.75549  -0.277
C  -0.10945  1.27588  4.90604  -0.276
H  2.30965  -3.72566  2.49321  0.048
H  3.24619  -2.46268  1.64823  0.043
H  3.62674  -2.87225  3.35561  0.049
H  0.73689  -1.43892  5.48828  0.023
H  0.91153  -3.09846  4.87802  0.037
H  2.35681  -2.18550  5.38459  0.051
H  2.98634  -0.01949  4.48806  0.081
H  3.58547  -0.17519  2.82736  0.081
H  2.27686  2.08984  3.77961  0.082
H  2.30721  1.64147  2.05684  0.042
H  -1.35211  2.96864  2.45802  0.039
H  -0.17811  3.52514  3.67288  0.040
H  0.31756  3.37202  1.96642  0.030
H  -1.18870  1.30895  5.09452  0.050
H  0.31833  0.43112  5.45161  0.015
H  0.33652  2.20683  5.27841  0.041